Molecular formula: C5H8N2O
Method: DFT, ωB97M-V/def2-TZVPD

Last column: Mulliken charge in e.
Geometry (Å):
O: 1.699 -1.140 0.276  -0.54
C: 0.732 -0.646 -0.581  -0.16
C: -0.689 -1.015 -0.331  -0.24
N: -1.484 -0.946 0.733  -0.59
C: -1.489 0.214 -0.224  -0.20
C: -0.519 1.316 -0.207  0.02
N: 0.634 1.204 0.839  -0.71
C: 0.767 0.856 -0.621  -0.29
H: 1.674 -0.419 0.936  0.42
H: 0.973 -0.865 -1.660  0.40
H: -0.823 -1.916 -1.052  0.27
H: -0.836 -0.737 1.565  0.37
H: -2.447 0.454 -0.874  0.31
H: -1.015 2.427 -0.348  0.31
H: 0.786 2.234 1.037  0.26
H: 1.233 1.781 -1.033  0.37

Output
- SMILES: O[C@H]1[C@H]2N[C@H]2[C@H]2N[C@@H]12
- HOMO level: -9.5 eV
- Frontier orbital gap: 10.13 eV
- DFT total energy: -10337.563 eV
- Energy relative to the best compared isomer or geometry (same formula, charge and spin): 119.1 kcal per mole
- Multiplicity: 1
- LUMO energy: 0.67 eV

***

Molecular formula: C5H8N2O
Method: DFT, ωB97M-V/def2-TZVPD

Last column: Mulliken charge in e.
Geometry (Å):
C: -1.572 0.173 0.166  0.62
C: 2.024 -0.461 -1.023  -0.34
C: 2.539 -0.282 0.398  -0.29
C: 0.708 -0.147 -0.289  0.45
C: -2.993 0.548 -0.232  -0.99
N: -0.578 -0.100 -0.659  -0.65
N: 1.150 -0.020 0.914  -0.65
O: -1.497 0.375 1.536  -0.50
H: 2.458 0.137 -1.812  0.27
H: 2.147 -1.534 -1.303  0.17
H: 2.860 -1.334 0.887  0.20
H: 3.254 0.520 0.619  0.29
H: -0.547 0.204 1.789  0.52
H: -3.651 0.189 0.563  0.32
H: -3.224 0.172 -1.337  0.27
H: -3.080 1.560 -0.216  0.30

Output
- HOMO level: -9.4 eV
- Frontier orbital gap: 10.24 eV
- DFT total energy: -10340.631 eV
- Energy relative to the best compared isomer or geometry (same formula, charge and spin): 48.3 kcal per mole
- Multiplicity: 1
- LUMO energy: 0.79 eV

***

Molecular formula: C5H8N2O
Method: DFT, ωB97M-V/def2-TZVPD

Last column: Mulliken charge in e.
Geometry (Å):
H: -2.241 0.186 -0.649  0.28
N: -1.784 1.075 -0.447  -0.81
C: -0.502 0.966 -0.494  0.37
N: 0.264 2.067 -0.292  -0.42
C: 0.126 -0.262 -1.535  -0.46
C: 0.830 -1.105 -0.836  -0.40
C: 0.826 -0.562 0.617  0.75
C: -0.240 -1.179 1.504  -1.11
O: 1.890 -0.111 1.048  -0.56
H: 1.272 1.979 -0.285  0.22
H: -0.241 2.934 -0.164  0.26
H: -0.165 -0.056 -2.550  0.44
H: 1.437 -1.954 -1.111  0.43
H: -0.673 -0.395 2.127  0.30
H: -1.037 -1.653 0.930  0.32
H: 0.237 -1.932 2.136  0.38

Output
- SMILES: [H]/N=C(N)\C=C/C(C)=O
- HOMO level: -9.2 eV
- Frontier orbital gap: 9.25 eV
- DFT total energy: -10339.754 eV
- Energy relative to the best compared isomer or geometry (same formula, charge and spin): 68.5 kcal per mole
- Multiplicity: 1
- LUMO energy: 0.02 eV